# 1
Molecular formula: C40H78N2O16S8
Method: DFT, ωB97M-V with the def2-TZVPD basis set

The max |F| is 2.82 eV/Å. As for the HOMO-LUMO gap: 10.0 eV. As for the spin multiplicity: 1. The value obtained for the total energy is -165164.0242 eV. The value obtained for the HOMO energy is -10.046 eV. The SMILES is O=S1(=O)CCCC1.O=S1(=O)CCCC1.O=S1(=O)CCCC1.O=S1(=O)CCCC1.O=S1(=O)CCCC1.O=S1(=O)CCCC1.O=S1(=O)CCCC1.O=S1(=O)CCCC1.CCCC#N.CCCC#N. The energy relative to the best compared isomer or geometry (same formula, charge and spin) is 1.063 eV.

Each line ends with the Mulliken charge.
Element x y z (Å)
C 15.126 9.280 15.200  -0.05
C 16.143 8.259 15.759  -0.97
C 16.542 8.786 17.138  -0.21
S 15.069 9.529 17.878  1.12
O 15.378 10.848 18.385  -0.53
O 14.519 8.567 18.778  -0.73
C 14.095 9.569 16.315  -0.43
H 14.574 8.837 14.369  0.30
H 15.672 10.186 14.976  -0.02
H 17.030 8.269 15.123  0.42
H 15.691 7.269 15.780  0.35
H 17.342 9.525 17.079  -0.16
H 16.877 8.003 17.815  0.54
H 13.724 10.590 16.198  -0.09
H 13.356 8.784 16.466  0.53
C 18.181 15.145 8.636  -0.57
C 18.389 14.897 10.148  -0.64
C 17.295 15.644 10.882  0.37
S 17.123 17.234 10.001  1.56
O 18.099 18.199 10.471  -0.72
O 15.755 17.610 9.870  -0.78
C 17.739 16.595 8.422  -0.99
H 17.358 14.532 8.284  0.21
H 19.126 14.987 8.117  0.38
H 19.382 15.235 10.467  0.34
H 18.353 13.826 10.351  0.39
H 17.494 15.850 11.933  -0.72
H 16.281 15.257 10.772  0.43
H 18.564 17.231 8.114  0.37
H 16.902 16.653 7.733  0.40
C 9.336 15.105 16.379  -0.74
C 10.543 14.255 15.907  0.18
C 10.553 13.035 16.849  -0.50
S 8.816 12.490 16.853  1.17
O 8.438 11.880 18.060  -0.66
O 8.553 11.813 15.608  -0.66
C 8.159 14.176 16.705  -0.69
H 9.064 15.813 15.603  0.36
H 9.635 15.623 17.293  0.29
H 11.466 14.836 15.891  -0.42
H 10.362 13.853 14.906  0.35
H 10.798 13.344 17.866  0.38
H 11.175 12.215 16.484  0.15
H 7.628 14.516 17.597  0.37
H 7.378 14.202 15.948  0.36
C 13.132 20.785 12.414  -0.69
C 14.363 20.665 11.523  -0.93
C 15.322 19.648 12.171  -0.37
S 15.296 20.088 13.914  1.16
O 16.224 21.139 14.237  -0.78
O 15.280 18.883 14.723  -0.25
C 13.603 20.782 13.873  -0.38
H 12.443 19.962 12.262  0.33
H 12.617 21.724 12.205  0.35
H 14.943 21.580 11.378  0.38
H 14.155 20.319 10.505  0.36
H 16.343 19.685 11.791  0.43
H 15.018 18.604 12.122  0.10
H 13.663 21.788 14.294  0.46
H 13.076 20.128 14.573  -0.19
C 18.796 11.985 17.736  0.18
C 18.824 13.082 18.810  -0.03
C 20.136 12.891 19.591  -1.08
S 21.368 12.249 18.378  1.18
O 21.844 10.977 18.827  -0.67
O 22.326 13.266 18.019  -0.66
C 20.126 12.053 17.046  -0.57
H 17.968 12.107 17.047  -0.11
H 18.531 11.066 18.266  0.10
H 18.003 13.020 19.516  0.48
H 18.850 14.029 18.280  -0.23
H 20.006 12.079 20.304  0.44
H 20.533 13.827 19.982  0.47
H 20.406 11.160 16.481  0.52
H 20.273 12.905 16.381  0.04
C 18.530 18.135 15.363  -1.01
C 18.593 18.031 13.840  0.56
C 19.628 16.969 13.497  -0.97
S 19.340 15.638 14.727  1.16
O 20.555 15.046 15.234  -0.82
O 18.293 14.778 14.243  -0.50
C 18.683 16.715 15.978  0.30
H 17.626 18.671 15.631  0.21
H 19.349 18.758 15.732  0.40
H 18.877 18.986 13.397  0.69
H 17.627 17.725 13.436  -0.56
H 20.693 17.187 13.667  0.47
H 19.577 16.568 12.481  0.01
H 19.372 16.708 16.818  0.69
H 17.692 16.370 16.265  -0.66
C 16.084 10.211 9.873  -0.77
C 15.139 9.079 10.385  -0.43
C 13.730 9.651 10.333  -0.79
S 13.914 11.234 11.111  1.05
O 14.069 10.985 12.533  -0.42
O 12.964 12.160 10.598  -0.72
C 15.561 11.562 10.377  -0.20
H 16.074 10.081 8.787  0.27
H 17.093 9.964 10.210  0.37
H 15.365 8.856 11.423  0.12
H 15.287 8.161 9.815  0.40
H 13.004 9.060 10.889  0.42
H 13.362 9.860 9.328  0.31
H 16.194 11.942 11.168  0.01
H 15.294 12.269 9.594  0.38
C 14.638 14.439 16.673  -0.62
C 15.481 13.460 15.838  1.13
C 14.949 13.479 14.405  -0.67
S 14.465 15.240 14.119  0.97
O 13.067 15.342 13.706  -0.73
O 15.476 15.894 13.348  -0.17
C 14.573 15.733 15.828  0.82
H 15.038 14.569 17.677  0.36
H 13.639 14.008 16.784  -0.12
H 15.387 12.470 16.279  -0.42
H 16.525 13.741 15.698  -0.56
H 14.006 12.938 14.320  0.30
H 15.666 13.246 13.624  0.26
H 13.695 16.342 16.046  -0.47
H 15.486 16.308 15.950  -0.38
C 15.523 17.239 22.283  -0.97
C 17.032 16.985 22.166  -0.62
C 17.373 15.792 21.278  -0.26
C 17.098 16.087 19.855  0.26
N 16.937 16.333 18.747  -0.35
H 15.291 17.949 23.083  0.37
H 14.981 16.333 22.552  0.33
H 15.153 17.672 21.355  0.08
H 17.310 16.733 23.186  0.33
H 17.485 17.901 21.805  0.36
H 16.817 14.886 21.514  0.37
H 18.438 15.551 21.321  0.22
C 12.362 18.889 17.126  -1.36
C 13.660 18.995 17.899  0.65
C 13.606 19.715 19.281  -0.69
C 12.514 19.261 20.146  0.16
N 11.666 18.890 20.838  -0.48
H 12.031 19.854 16.725  0.31
H 11.536 18.710 17.818  0.41
H 12.569 18.233 16.289  0.32
H 14.425 19.573 17.371  -0.03
H 14.029 17.993 18.127  -0.03
H 13.485 20.784 19.139  0.44
H 14.600 19.598 19.716  0.36

***

# 2
Molecular formula: C40H80NO13PS
Method: DFT, ωB97M-V with the def2-TZVPD basis set

The max |F| is 3.34 eV/Å. As for the HOMO-LUMO gap: 9.4 eV. As for the spin multiplicity: 1. The value obtained for the total energy is -91006.9039 eV. The value obtained for the HOMO energy is -8.930 eV. The SMILES is CCOCCOC[PH](S)(CCCCCCCCOC(C)=O)OC#N.CC(C)=O.CC(C)=O.CC(C)=O.CC(C)=O.CC(C)=O.CC(C)=O.CC(C)=O.CC(C)=O.

Each line ends with the Mulliken charge.
Element x y z (Å)
C -1.433 1.055 -2.423  -0.99
C -0.912 0.679 -1.059  0.14
O -1.216 -0.645 -0.669  -0.47
C -0.437 -1.648 -1.268  -0.56
C 0.523 -2.349 -0.285  0.10
O 0.363 -1.869 1.026  -0.32
C 1.432 -2.177 1.861  -0.90
P 1.917 -0.712 2.917  1.04
S 1.662 0.558 1.154  0.70
C 0.600 0.054 3.933  -1.51
C 0.773 1.532 4.168  -0.48
C 2.020 1.864 4.980  -0.43
C 2.435 3.310 4.886  -1.17
C 2.796 3.754 3.459  1.11
C 4.216 4.307 3.311  -1.07
C 4.898 3.965 1.992  -1.09
C 5.002 2.471 1.709  0.74
O 4.767 2.262 0.311  -0.33
C 4.782 0.976 -0.122  0.92
C 5.417 -0.082 0.720  -0.65
O 4.317 0.719 -1.224  -0.67
O 2.252 -1.887 4.317  -0.76
C 3.338 -2.505 4.172  0.66
N 4.355 -3.075 3.980  -0.63
H -0.791 0.648 -3.192  -0.02
H -2.452 0.749 -2.603  0.35
H -1.371 2.132 -2.540  0.47
H 0.159 0.855 -1.037  -0.04
H -1.362 1.324 -0.322  0.38
H 0.117 -1.230 -2.099  0.22
H -1.126 -2.394 -1.638  0.44
H 0.405 -3.425 -0.367  0.52
H 1.536 -2.113 -0.599  -0.25
H 1.114 -2.935 2.563  0.52
H 2.308 -2.528 1.331  0.26
H 3.271 -0.384 3.019  -0.22
H 1.993 1.794 1.541  -0.47
H 0.595 -0.448 4.886  0.45
H -0.344 -0.173 3.452  0.51
H -0.066 1.852 4.769  0.34
H 0.719 2.123 3.271  0.41
H 1.742 1.701 6.014  0.48
H 2.849 1.192 4.780  0.32
H 3.284 3.487 5.534  0.43
H 1.635 3.944 5.241  0.28
H 2.088 4.476 3.087  0.68
H 2.711 2.894 2.808  -1.38
H 4.837 3.987 4.139  0.41
H 4.147 5.384 3.351  0.36
H 4.399 4.426 1.152  0.32
H 5.899 4.366 2.027  0.38
H 4.316 1.886 2.307  -0.42
H 5.998 2.146 1.977  0.33
H 5.258 -1.017 0.223  -0.23
H 6.464 0.103 0.856  0.59
H 4.981 -0.167 1.704  0.15
C -3.538 -1.914 -5.866  -0.97
C -4.314 -1.307 -4.721  0.85
O -4.089 -0.183 -4.336  -0.58
C -5.380 -2.163 -4.078  -1.15
H -2.814 -1.201 -6.234  0.11
H -3.012 -2.808 -5.530  0.30
H -4.217 -2.180 -6.678  0.39
H -4.930 -3.069 -3.668  0.37
H -6.137 -2.436 -4.814  0.35
H -5.859 -1.610 -3.276  0.28
C 7.418 -3.757 1.254  -0.85
C 8.132 -2.528 1.753  0.85
O 7.519 -1.517 2.014  -0.53
C 9.633 -2.605 1.904  -1.26
H 6.354 -3.563 1.200  0.08
H 7.781 -4.020 0.260  0.30
H 7.588 -4.594 1.933  0.37
H 10.094 -2.829 0.941  0.33
H 9.895 -3.387 2.617  0.35
H 10.012 -1.652 2.266  0.32
C 1.784 3.653 -1.344  -0.38
C 1.162 3.990 -2.674  0.58
O 0.007 3.732 -2.914  -0.55
C 2.048 4.666 -3.693  -1.28
H 1.042 3.177 -0.707  0.04
H 2.625 2.971 -1.476  0.05
H 2.139 4.563 -0.857  0.48
H 2.900 4.028 -3.930  0.32
H 2.412 5.616 -3.298  0.36
H 1.479 4.853 -4.600  0.35
C 5.327 -4.533 -3.087  -1.32
C 4.947 -4.097 -1.692  0.77
O 5.369 -4.666 -0.713  -0.55
C 4.013 -2.916 -1.575  -0.20
H 5.998 -5.386 -3.030  0.36
H 4.435 -4.818 -3.646  0.35
H 5.831 -3.718 -3.610  0.33
H 3.067 -3.138 -2.074  0.58
H 4.456 -2.028 -2.030  0.34
H 3.819 -2.712 -0.524  -0.56
C -8.510 -4.090 -1.808  -1.17
C -8.692 -2.591 -1.750  0.92
O -8.361 -1.881 -2.672  -0.53
C -9.304 -2.024 -0.496  -1.13
H -8.062 -4.364 -2.760  0.29
H -7.855 -4.418 -0.999  0.33
H -9.476 -4.587 -1.711  0.36
H -8.681 -2.267 0.368  0.40
H -10.304 -2.432 -0.351  0.33
H -9.379 -0.945 -0.587  0.24
C -2.762 2.976 8.069  -1.19
C -1.383 3.434 7.659  0.91
O -1.167 3.890 6.562  -0.53
C -0.283 3.296 8.686  -1.12
H -3.453 3.129 7.244  0.31
H -2.743 1.916 8.325  0.32
H -3.105 3.547 8.932  0.36
H -0.164 2.248 8.968  0.33
H -0.525 3.880 9.575  0.40
H 0.652 3.659 8.266  0.23
C -11.787 0.635 -2.723  -0.87
C -12.587 0.305 -1.485  0.81
O -12.232 -0.558 -0.718  -0.51
C -13.847 1.103 -1.250  -1.14
H -10.910 -0.007 -2.773  0.11
H -12.396 0.475 -3.614  0.34
H -11.464 1.676 -2.693  0.31
H -14.539 0.962 -2.081  0.32
H -13.607 2.163 -1.160  0.32
H -14.322 0.767 -0.331  0.31
C 1.543 -1.608 -7.461  -1.20
C 0.182 -1.183 -6.961  0.88
O -0.828 -1.728 -7.341  -0.53
C 0.143 -0.049 -5.964  -0.82
H 1.431 -2.427 -8.167  0.33
H 2.034 -0.771 -7.960  0.33
H 2.162 -1.939 -6.625  0.28
H 0.579 0.850 -6.403  0.37
H 0.707 -0.319 -5.070  0.18
H -0.886 0.160 -5.682  0.20

***

# 3
Molecular formula: C40H80O10
Method: DFT, ωB97M-V with the def2-TZVPD basis set

The max |F| is 2.22 eV/Å. As for the HOMO-LUMO gap: 9.9 eV. As for the spin multiplicity: 1. The value obtained for the total energy is -63246.1486 eV. The value obtained for the HOMO energy is -9.405 eV. The SMILES is C1CCOC1.C1CCOC1.C1CCOC1.C1CCOC1.C1CCOC1.C1CCOC1.C1CCOC1.C1CCOC1.C1CCOC1.C1CCOC1. The energy relative to the best compared isomer or geometry (same formula, charge and spin) is 2.022 eV.

Each line ends with the Mulliken charge.
Element x y z (Å)
C -17.447 -16.123 -7.925  -0.66
C -18.732 -15.398 -7.627  0.10
C -18.225 -14.055 -7.180  0.25
O -17.014 -14.368 -6.399  -0.51
C -16.549 -15.743 -6.725  -0.56
H -16.926 -15.750 -8.806  0.11
H -17.528 -17.198 -8.086  0.48
H -19.279 -15.972 -6.879  0.34
H -19.336 -15.202 -8.513  -0.12
H -19.017 -13.651 -6.549  -0.04
H -17.957 -13.423 -8.026  0.00
H -16.722 -16.454 -5.917  0.27
H -15.486 -15.802 -6.957  0.34
C -20.931 -5.784 -9.957  0.96
C -21.528 -4.525 -9.406  -0.23
C -21.147 -3.553 -10.504  -0.66
O -19.842 -3.959 -10.914  -0.49
C -19.657 -5.335 -10.673  -0.27
H -21.553 -6.217 -10.740  0.06
H -20.660 -6.577 -9.261  -0.63
H -20.987 -4.292 -8.489  0.26
H -22.613 -4.570 -9.308  0.12
H -21.132 -2.511 -10.185  0.37
H -21.774 -3.558 -11.396  0.28
H -18.784 -5.413 -10.024  -0.03
H -19.536 -5.864 -11.619  0.30
C -20.454 -13.337 -12.030  -0.34
C -19.417 -12.697 -11.057  0.65
C -18.239 -13.710 -11.141  -0.75
O -18.861 -14.949 -11.345  -0.41
C -19.966 -14.757 -12.220  -0.55
H -20.405 -12.871 -13.014  0.41
H -21.449 -13.330 -11.585  -0.01
H -19.849 -12.607 -10.060  -0.72
H -19.058 -11.694 -11.288  0.58
H -17.628 -13.611 -10.244  0.27
H -17.486 -13.525 -11.908  0.34
H -20.638 -15.589 -12.012  0.33
H -19.659 -14.944 -13.249  0.22
C -16.676 -6.928 -6.840  -0.15
C -16.222 -7.827 -7.990  -0.85
C -17.367 -7.897 -8.959  -0.16
O -18.470 -7.251 -8.297  -0.20
C -17.979 -6.244 -7.370  -0.56
H -15.911 -6.226 -6.508  0.53
H -16.867 -7.547 -5.963  -0.22
H -15.934 -8.818 -7.640  0.37
H -15.279 -7.434 -8.371  0.27
H -17.766 -8.897 -9.129  0.12
H -17.212 -7.362 -9.896  0.29
H -18.609 -6.069 -6.498  0.36
H -17.794 -5.306 -7.894  0.33
C -22.696 -15.077 -8.934  -0.38
C -22.388 -13.628 -8.491  2.05
C -23.276 -13.538 -7.206  -0.39
O -24.149 -14.703 -7.206  -0.51
C -24.179 -15.237 -8.531  -0.70
H -22.010 -15.766 -8.442  0.24
H -22.633 -15.201 -10.015  0.22
H -22.768 -12.895 -9.203  -0.95
H -21.315 -13.516 -8.340  -0.80
H -23.890 -12.638 -7.225  0.20
H -22.611 -13.584 -6.344  0.24
H -24.875 -14.716 -9.188  0.27
H -24.469 -16.287 -8.524  0.39
C -24.998 -6.207 -6.936  -0.30
C -25.644 -7.520 -7.460  0.32
C -26.045 -8.182 -6.140  0.20
O -26.068 -7.170 -5.107  -0.45
C -25.828 -5.891 -5.706  -0.62
H -24.963 -5.436 -7.705  0.45
H -23.953 -6.237 -6.626  0.00
H -24.866 -8.101 -7.956  -0.59
H -26.461 -7.240 -8.125  0.47
H -25.320 -8.938 -5.837  -0.37
H -27.022 -8.644 -6.288  0.34
H -25.361 -5.195 -5.010  0.35
H -26.776 -5.421 -5.969  0.29
C -23.694 -10.203 -10.291  0.64
C -24.641 -10.592 -11.367  -0.82
C -23.971 -10.060 -12.607  -0.51
O -23.444 -8.791 -12.208  -0.50
C -23.281 -8.772 -10.793  -0.01
H -22.865 -10.901 -10.408  -0.45
H -24.067 -10.246 -9.267  0.47
H -25.611 -10.103 -11.269  0.32
H -24.884 -11.647 -11.496  0.35
H -24.597 -10.105 -13.498  0.41
H -23.136 -10.718 -12.848  0.18
H -23.894 -7.963 -10.397  0.06
H -22.249 -8.521 -10.552  -0.03
C -24.135 -13.004 -3.255  -0.38
C -23.779 -11.647 -2.640  -0.25
C -24.885 -10.724 -3.194  -0.55
O -25.357 -11.408 -4.338  -0.36
C -25.391 -12.790 -4.081  -0.41
H -24.318 -13.762 -2.492  0.41
H -23.355 -13.390 -3.912  0.05
H -22.794 -11.320 -2.972  -0.06
H -23.841 -11.637 -1.552  0.36
H -24.601 -9.674 -3.273  0.34
H -25.717 -10.655 -2.494  0.49
H -25.305 -13.342 -5.017  0.10
H -26.321 -13.108 -3.609  0.35
C -17.806 -8.007 -2.450  -0.54
C -19.016 -7.707 -3.241  0.31
C -19.891 -8.995 -3.104  0.03
O -19.548 -9.532 -1.855  -0.51
C -18.191 -9.149 -1.498  -0.52
H -17.424 -7.181 -1.849  0.34
H -17.008 -8.273 -3.143  0.24
H -18.745 -7.527 -4.281  -0.62
H -19.597 -6.901 -2.794  0.45
H -19.711 -9.713 -3.904  0.06
H -20.933 -8.683 -3.181  0.24
H -17.495 -9.987 -1.529  0.28
H -18.220 -8.940 -0.429  0.25
C -22.243 -9.059 -7.069  1.81
C -20.796 -9.092 -7.372  0.77
C -20.561 -10.630 -7.469  -0.48
O -21.494 -11.227 -6.548  -0.40
C -22.460 -10.230 -6.150  0.56
H -22.852 -9.025 -7.972  -1.64
H -22.513 -8.141 -6.547  0.12
H -20.255 -8.573 -6.581  -0.49
H -20.456 -8.604 -8.285  -0.18
H -19.535 -10.832 -7.163  0.47
H -20.784 -10.980 -8.477  -0.32
H -22.157 -9.984 -5.132  -0.55
H -23.445 -10.696 -6.159  -0.05

***

- Which of these has the highest HOMO-LUMO gap?
  C40H78N2O16S8